# 1
Here is a cluster of 2 separate species, C5H12NO in total in a non-equilibrium geometry from the Open Molecules 2025 dataset. Energies are from ωB97M-V/def2-TZVPD.

Positions of all 19 atoms, in Å:
C (0.97, -0.14, -1.42)
C (-0.97, -0.06, 1.31)
C (0.32, 1.21, -1.62)
C (2.04, -0.19, -0.45)
C (-2.33, -0.16, 1.86)
N (0.40, -1.27, -1.85)
O (0.04, 0.11, 2.07)
H (0.26, 1.79, -0.75)
H (-0.76, 1.08, -1.96)
H (0.98, 1.82, -2.08)
H (2.82, -0.87, -0.82)
H (1.63, -0.72, 0.52)
H (2.27, 0.88, -0.20)
H (-2.26, -0.59, 2.99)
H (-3.01, -0.84, 1.42)
H (-2.57, 1.00, 1.68)
H (-0.51, -1.17, -2.26)
H (0.84, -2.05, -1.41)
H (-0.17, 0.18, 2.97)

Values from the calculation:
Energy above the lowest of the compared OMol25 structures with the same formula, charge and spin, kcal/mol: 90.4
Net charge: +1
Electronic energy, eV: -8906.7102
LUMO, eV: -4.30
Gap between HOMO and LUMO, eV: 7.53

# 2
Here is a structure of composition C28H39Cl2CoN4O4 in a non-equilibrium geometry from the Open Molecules 2025 dataset. Energies are from ωB97M-V/def2-TZVPD.

Positions of all 78 atoms, in Å:
O (-1.39, 2.37, -2.94)
C (-1.01, 2.71, -4.06)
C (-1.80, 3.59, -4.97)
C (-2.99, 4.19, -4.52)
H (-3.22, 4.18, -3.46)
C (-3.87, 4.81, -5.41)
H (-4.80, 5.23, -5.05)
C (-3.56, 4.90, -6.78)
H (-4.28, 5.34, -7.48)
C (-2.31, 4.43, -7.20)
H (-2.03, 4.56, -8.25)
C (-1.44, 3.79, -6.32)
H (-0.45, 3.46, -6.66)
H (-0.03, 2.35, -4.41)
C (-0.87, -1.38, -3.16)
C (0.01, -1.22, -1.99)
H (-0.88, -2.44, -3.48)
H (-0.47, -0.74, -3.97)
H (-1.89, -1.01, -2.96)
C (0.73, -2.08, -1.28)
C (0.72, -3.58, -1.41)
H (1.39, -1.69, -0.51)
H (0.35, -3.93, -2.38)
H (0.15, -4.07, -0.61)
H (1.75, -3.93, -1.29)
Co (0.13, 0.77, -1.32)
Cl (-1.92, 0.53, -0.70)
Cl (1.56, 1.01, -2.92)
H (-2.03, 4.75, -0.10)
H (-3.39, 4.30, 1.90)
C (-1.62, 3.74, -0.06)
C (-2.97, 3.28, 1.94)
N (-1.67, 3.26, 1.30)
H (-0.58, 3.74, -0.40)
C (-0.62, 2.61, 1.85)
O (0.48, 2.46, 1.31)
H (-2.86, 2.98, 2.98)
H (-0.82, 2.25, 2.88)
H (-2.21, 3.09, -0.72)
H (-3.68, 2.61, 1.43)
H (5.17, -0.27, 1.61)
H (5.69, 2.13, 0.92)
C (4.55, -0.37, 0.71)
C (5.07, 1.96, 0.03)
N (4.07, 0.94, 0.32)
H (3.70, -1.02, 0.92)
C (2.76, 1.17, 0.08)
O (1.85, 0.32, 0.24)
H (4.56, 2.88, -0.25)
H (2.52, 2.19, -0.27)
H (5.17, -0.81, -0.08)
H (5.73, 1.64, -0.79)
C (-1.24, -4.34, 4.85)
N (-1.18, -3.56, 3.63)
N (-0.59, -2.35, 3.53)
C (-0.69, -1.88, 2.20)
O (-0.22, -0.81, 1.82)
C (-1.41, -2.95, 1.53)
C (-1.74, -3.90, 2.45)
C (-2.57, -5.13, 2.33)
C (0.07, -1.66, 4.58)
C (1.06, -2.30, 5.32)
C (1.76, -1.60, 6.31)
C (1.46, -0.26, 6.56)
C (0.47, 0.39, 5.81)
C (-0.21, -0.30, 4.81)
H (-0.66, -3.88, 5.65)
H (-0.82, -5.34, 4.64)
H (-2.28, -4.45, 5.17)
H (-1.62, -2.95, 0.47)
H (-1.98, -6.05, 2.46)
H (-3.42, -5.14, 3.04)
H (-2.99, -5.14, 1.31)
H (1.29, -3.35, 5.10)
H (2.55, -2.12, 6.86)
H (2.00, 0.28, 7.34)
H (0.23, 1.44, 6.01)
H (-0.94, 0.20, 4.18)

Values from the calculation:
Energy above the lowest of the compared OMol25 structures with the same formula, charge and spin, kcal/mol: 0.0
Electronic energy, eV: -106488.9387
LUMO (alpha / beta), eV: 0.11 / 0.03
Expectation value of S²: 6.015
Multiplicity: 5
Gap between HOMO and LUMO (alpha / beta), eV: 6.92 / 7.30

# 3
Here is the molecule C3H7N3S in a non-equilibrium geometry from the Open Molecules 2025 dataset. Energies are from ωB97M-V/def2-TZVPD.

Positions of all 14 atoms, in Å:
C (2.50, -0.76, -0.60)
N (1.89, 0.42, -0.11)
C (0.70, 0.54, 0.25)
N (0.10, 1.91, 0.56)
C (-0.55, -0.33, 0.09)
N (-0.49, -1.46, 0.91)
S (-2.07, -0.05, -0.58)
H (2.86, -1.39, 0.24)
H (1.78, -1.28, -1.22)
H (3.53, -0.62, -1.13)
H (0.64, 2.74, 0.40)
H (-0.76, 1.97, 0.03)
H (-1.58, -1.83, 1.15)
H (0.22, -1.47, 1.85)

Values from the calculation:
Energy above the lowest of the compared OMol25 structures with the same formula, charge and spin, kcal/mol: 63.8
Electronic energy, eV: -18527.7030
LUMO, eV: -0.29
Gap between HOMO and LUMO, eV: 8.59

> The lowest energy above the lowest of the compared OMol25 structures with the same formula, charge and spin belongs to which entry?

C28H39Cl2CoN4O4

> Among the records above, which one has the highest electronic energy?

C5H12NO

> Among the records above, which one has the highest energy above the lowest of the compared OMol25 structures with the same formula, charge and spin?

C5H12NO